{
  "formula": "C21H21Cl36N5O5PS2",
  "method": "ωB97M-V with the def2-TZVPD basis set",
  "symbols": ["C", "C", "C", "C", "N", "S", "C", "O", "O", "N", "C", "C", "C", "C", "C", "S", "C", "N", "N", "C", "O", "N", "P", "O", "O", "H", "H", "H", "H", "H", "H", "H", "H", "H", "H", "H", "H", "H", "H", "H", "H", "H", "H", "H", "H", "H", "C", "Cl", "Cl", "Cl", "Cl", "C", "Cl", "Cl", "Cl", "Cl", "C", "Cl", "Cl", "Cl", "Cl", "C", "Cl", "Cl", "Cl", "Cl", "C", "Cl", "Cl", "Cl", "Cl", "C", "Cl", "Cl", "Cl", "Cl", "C", "Cl", "Cl", "Cl", "Cl", "C", "Cl", "Cl", "Cl", "Cl", "C", "Cl", "Cl", "Cl", "Cl"],
  "coordinates": [[2.8698, 1.0353, 3.2072], [3.4797, 1.6164, 1.9239], [3.7909, 0.4983, 0.8631], [2.7133, 0.4116, -0.1461], [2.5178, 1.2436, -1.1789], [3.4295, 2.6145, -1.7868], [3.8075, 3.7150, -0.4757], [2.5503, 3.2761, -2.6828], [4.6396, 2.0960, -2.3236], [1.4090, 0.9028, -1.8727], [0.9107, -0.1392, -1.2945], [-0.3519, -0.7816, -1.7187], [-1.4497, 0.2951, -1.7683], [-2.0395, 0.4599, -0.3635], [-2.8779, 1.7460, -0.2382], [-2.1192, 2.8848, 0.9635], [-1.3036, 3.9746, -0.0926], [-1.1378, 5.2430, 0.1045], [-0.4361, 5.7554, -0.9607], [-0.2356, 4.7532, -1.7569], [-0.7223, 3.6001, -1.2817], [1.7362, -0.5008, -0.2030], [1.5862, -1.8632, 1.0012], [3.0442, -2.5486, 0.7792], [0.5957, -2.9151, 0.3086], [1.7877, 1.1108, 3.1475], [3.1573, 1.6503, 4.0531], [3.1623, 0.0067, 3.3838], [4.4138, 2.1308, 2.1093], [2.7426, 2.2790, 1.4845], [3.8596, -0.4248, 1.4210], [4.7453, 0.6441, 0.3637], [4.2590, 4.5670, -0.9734], [4.5373, 3.3053, 0.2103], [2.9325, 4.0382, 0.0766], [-0.2208, -1.1870, -2.7208], [-0.6837, -1.5833, -1.0700], [-1.0458, 1.2353, -2.1266], [-2.2486, -0.0751, -2.3994], [-1.1981, 0.4877, 0.3312], [-2.6007, -0.4333, -0.1064], [-3.8832, 1.5156, 0.0874], [-2.9019, 2.2228, -1.2113], [0.2867, 4.8406, -2.6902], [3.2640, -2.5748, -0.1656], [0.8586, -3.1875, -0.5861], [4.1601, 1.4513, 7.6418], [4.6757, 0.0817, 8.6184], [2.5274, 1.1626, 7.0255], [4.1745, 2.9225, 8.6087], [5.2750, 1.6393, 6.2712], [-5.4174, 4.9348, -1.6272], [-5.1972, 4.3041, -3.2651], [-6.6197, 6.2191, -1.6441], [-5.9780, 3.6304, -0.5647], [-3.8761, 5.5541, -1.0276], [7.1392, -3.2658, 7.4371], [8.5665, -3.8894, 6.6084], [5.7454, -4.2895, 7.0591], [7.4144, -3.2673, 9.1782], [6.8079, -1.6196, 6.8869], [-9.3236, 4.7036, -4.1954], [-8.9284, 6.4257, -4.2038], [-8.3506, 3.8803, -5.4221], [-8.9712, 4.0116, -2.6081], [-11.0339, 4.4885, -4.5620], [3.9625, -6.2247, 3.2358], [5.4055, -6.7103, 2.3476], [3.0352, -5.0623, 2.2702], [2.9701, -7.6412, 3.5796], [4.4353, -5.4266, 4.7397], [-3.0013, -3.1843, 2.2960], [-4.4918, -3.9180, 2.8726], [-2.5632, -3.8474, 0.7187], [-3.2280, -1.4422, 2.0762], [-1.6996, -3.4757, 3.4518], [-3.8742, -4.7936, -3.1021], [-5.1311, -4.6149, -1.8793], [-2.3835, -3.9949, -2.5606], [-3.5180, -6.4959, -3.3620], [-4.4033, -4.0526, -4.6112], [0.7763, -5.6901, -4.6160], [-0.3734, -6.9425, -4.1507], [2.2962, -6.4265, -5.1147], [0.1095, -4.7378, -5.9395], [1.0910, -4.6186, -3.2260], [-4.7811, 0.4644, -5.3178], [-4.5614, -0.1775, -6.9437], [-6.0431, 1.6931, -5.3222], [-5.2254, -0.8469, -4.2166], [-3.2643, 1.2012, -4.7710]],
  "e_tot_ev": -521562.382,
  "orbital_gap_ev": 8.0,
  "max_force_ev_per_a": 2.54,
  "spin_multiplicity": 1,
  "total_charge": 1
}

***

{
  "formula": "C21H21Cl3CsGeN4O3",
  "method": "ωB97M-V with the def2-TZVPD basis set",
  "symbols": ["Cs", "O", "C", "C", "C", "C", "C", "C", "C", "N", "N", "C", "O", "C", "C", "C", "C", "C", "C", "H", "H", "H", "H", "H", "H", "H", "H", "H", "H", "Cl", "Ge", "Cl", "Cl", "N", "H", "H", "H", "C", "C", "C", "C", "C", "C", "N", "H", "H", "H", "H", "H", "H", "H", "H", "O", "C"],
  "coordinates": [[-0.2851, 1.6025, -0.3497], [0.4463, 1.3137, -3.1068], [1.2306, 0.7477, -3.9189], [1.2057, 1.1027, -5.3147], [2.0058, 0.5143, -6.2613], [2.9178, -0.4909, -5.9072], [2.9800, -0.8513, -4.5741], [2.1905, -0.2757, -3.5710], [2.4377, -0.7858, -2.2239], [1.9313, -0.3982, -1.1138], [2.4322, -1.1549, -0.0405], [2.2485, -0.5879, 1.1280], [1.7338, 0.5253, 1.4506], [2.7408, -1.4644, 2.2731], [2.5992, -0.9967, 3.5759], [3.0140, -1.7614, 4.6606], [3.5800, -3.0116, 4.4554], [3.7260, -3.4873, 3.1556], [3.3107, -2.7224, 2.0765], [0.4991, 1.8778, -5.5919], [1.9260, 0.8350, -7.2968], [3.5529, -0.9650, -6.6458], [3.6829, -1.6234, -4.2684], [3.1745, -1.5973, -2.1774], [2.1549, -0.0179, 3.7041], [2.8942, -1.3786, 5.6683], [3.9053, -3.6119, 5.2978], [4.1669, -4.4635, 2.9839], [3.4145, -3.0763, 1.0597], [-0.5997, 4.8987, -2.1452], [-2.0469, 3.3468, -3.0474], [-3.1727, 4.8397, -4.4419], [-3.6295, 3.5303, -1.2286], [-3.4911, -0.0316, -1.3113], [-3.9026, -0.4843, -0.5044], [-4.1286, -0.1365, -2.0918], [-3.4605, 0.9632, -1.0965], [-4.3658, 1.9585, 2.2310], [-3.6296, 0.6802, 2.3985], [-3.8943, -0.3563, 3.3877], [-2.9544, -1.3133, 3.1750], [-2.1448, -0.8379, 2.0729], [-0.9672, -1.4889, 1.4673], [-2.5867, 0.3651, 1.6348], [-5.4383, 1.8187, 2.3807], [-4.1800, 2.3847, 1.2453], [-4.0260, 2.6821, 2.9798], [-4.6854, -0.3402, 4.1223], [-2.8081, -2.2447, 3.6998], [-0.8149, -2.5010, 1.8384], [-0.0736, -0.8956, 1.6958], [-1.0543, -1.5058, 0.3777], [-2.1856, 5.9061, 1.0767], [-1.5767, 4.9655, 0.9562]],
  "e_tot_ev": -128857.079,
  "s2": 0.761,
  "orbital_gap_ev": [5.0, 3.9],
  "max_force_ev_per_a": 0.31,
  "spin_multiplicity": 2,
  "total_charge": -2
}

***

- Which formula does entry 2 have?
  C21H21Cl3CsGeN4O3